Below is the molecule C5H10O2, with properties calculated with ωB97M-V with the def2-TZVPD basis set.

The molar mass is 102.13 g mol⁻¹. Its relative energy (zero: lowest compared OMol25 entry of this formula, charge and spin) is 27.61 kcal/mol. Its structure (SMILES) is C[C@@H](O)CCC=O.

Last column: natural (NBO) charge in e.
Geometry (Å):
C (0.050, 1.102, -1.966)  -0.6277
C (-0.597, 0.259, -0.872)  0.1021
O (-0.420, -1.122, -1.125)  -0.7334
C (-0.087, 0.668, 0.519)  -0.4302
C (-0.324, -0.395, 1.593)  -0.5231
C (0.773, -1.426, 1.668)  0.4660
O (1.568, -1.660, 0.783)  -0.5548
H (-0.100, 2.174, -1.793)  0.2060
H (1.129, 0.909, -1.992)  0.2046
H (-0.369, 0.838, -2.941)  0.2197
H (-1.685, 0.408, -0.896)  0.1669
H (0.491, -1.347, -0.875)  0.4828
H (0.988, 0.882, 0.468)  0.2097
H (-0.576, 1.605, 0.812)  0.2176
H (-1.253, -0.954, 1.405)  0.2526
H (-0.423, 0.048, 2.591)  0.2264
H (0.834, -1.989, 2.621)  0.1149

Atomic forces in eV per Å
C 0.0190 0.0174 -0.0313
C -0.1152 0.2793 0.0217
O 0.1921 -0.0976 0.0007
C 0.0246 0.0212 -0.0140
C 0.0560 0.0343 0.0063
C 0.2150 -0.0790 -0.2316
O -0.2902 0.1308 0.4312
H -0.0091 -0.1556 -0.0090
H -0.1456 0.0296 0.0124
H 0.0528 0.0499 0.1253
H 0.1170 -0.0115 0.0004
H -0.1335 -0.0328 -0.0571
H -0.1165 -0.0470 -0.0316
H 0.0466 -0.1476 -0.0617
H 0.1036 0.0893 0.0539
H 0.0051 -0.0664 -0.1194
H -0.0218 -0.0143 -0.0963